Entry 1:
C16H52N4O8 | ωB97M-V with the def2-TZVPD basis set

## Properties
energy = -39771.1597 eV
total charge = 0
HOMO = -9.1 eV
ΔE to the lowest compared entry with this formula, charge and spin = 336.26 kJ/mol
SMILES = COC[C@H](C)N.COC[C@H](C)N.COC[C@H](C)N.COC[C@H](C)N.O.O.O.O
E_LUMO = 0.397 eV
HOMO-LUMO gap = 9.5 eV

Each line ends with the Löwdin charge.
Cartesian coordinates (Å):
1 C 31.3046 -29.9475 -6.9714  -0.079
2 C 29.9584 -30.2007 -7.5677  -0.424
3 C 29.5377 -28.8480 -8.2912  -0.221
4 O 29.2965 -27.8008 -7.4246  -0.175
5 C 28.8087 -26.6573 -8.1583  -0.080
6 N 30.1578 -31.2459 -8.5128  0.040
7 H 31.8061 -30.7371 -6.4118  0.074
8 H 31.4107 -29.0299 -6.3929  0.084
9 H 31.9283 -29.7908 -7.8515  0.059
10 H 29.3282 -30.5190 -6.7373  0.142
11 H 28.6190 -29.1377 -8.8015  0.115
12 H 30.2103 -28.5133 -9.0810  0.123
13 H 28.6789 -25.7978 -7.5007  0.088
14 H 27.8453 -26.9037 -8.6046  0.085
15 H 29.5014 -26.3763 -8.9516  0.083
16 H 30.1758 -31.9777 -7.8169  0.060
17 H 29.2938 -31.4454 -8.9962  0.087
18 C 30.7195 -34.6699 -8.7653  -0.056
19 C 29.5756 -35.1681 -9.6494  -0.396
20 C 29.8266 -36.5387 -10.3168  -0.168
21 O 30.7343 -36.4018 -11.4484  -0.171
22 C 32.0423 -36.7847 -11.1648  -0.135
23 N 28.3405 -35.2726 -8.8261  0.028
24 H 30.3303 -33.9040 -8.0944  0.046
25 H 31.5013 -34.2283 -9.3834  0.058
26 H 31.2729 -35.4596 -8.2572  0.090
27 H 29.4098 -34.4985 -10.4934  0.138
28 H 28.8727 -36.8544 -10.7394  0.119
29 H 30.1105 -37.3169 -9.6083  0.120
30 H 31.9456 -37.7437 -10.6559  0.089
31 H 32.6524 -36.0461 -10.6449  0.053
32 H 32.7171 -36.9658 -12.0014  0.086
33 H 28.4284 -35.8161 -7.9793  0.068
34 H 28.3330 -34.3909 -8.3336  0.044
35 C 36.7906 -33.0179 -6.7524  -0.074
36 C 35.9684 -34.0426 -6.0494  -0.402
37 C 34.4721 -33.6396 -5.7312  -0.181
38 O 33.8006 -34.7494 -5.1198  -0.205
39 C 32.6115 -34.3288 -4.4480  -0.099
40 N 35.8924 -35.2147 -6.9697  0.040
41 H 37.8345 -33.2834 -6.9198  0.082
42 H 36.7838 -32.0770 -6.2022  0.075
43 H 36.3714 -32.7934 -7.7332  0.066
44 H 36.3858 -34.3691 -5.0969  0.133
45 H 34.0473 -33.4529 -6.7175  0.101
46 H 34.2772 -32.7159 -5.1863  0.118
47 H 32.9514 -33.8680 -3.5205  0.086
48 H 31.9095 -35.1252 -4.2014  0.086
49 H 32.1078 -33.5661 -5.0419  0.072
50 H 35.2110 -34.9447 -7.6646  0.013
51 H 35.2846 -35.7985 -6.4129  0.052
52 C 34.1495 -27.7173 -11.5766  -0.047
53 C 34.9095 -28.8733 -10.8606  -0.415
54 C 35.8685 -28.3765 -9.7655  -0.170
55 O 36.6571 -27.4068 -10.4581  -0.214
56 C 37.9736 -27.2927 -9.9745  -0.102
57 N 33.8542 -29.7433 -10.4583  0.022
58 H 33.4693 -27.1545 -10.9373  0.080
59 H 33.5318 -28.0191 -12.4225  0.082
60 H 34.9180 -26.9974 -11.8581  0.069
61 H 35.4664 -29.4930 -11.5633  0.132
62 H 36.3513 -29.2505 -9.3283  0.127
63 H 35.3834 -27.7839 -8.9899  0.134
64 H 38.4732 -26.6428 -10.6929  0.095
65 H 38.3411 -28.2988 -10.1765  0.083
66 H 38.1611 -27.1234 -8.9141  0.090
67 H 34.0686 -29.7782 -9.4719  0.065
68 H 32.9435 -29.3715 -10.6876  0.075
69 O 31.2657 -31.5112 -11.4054  -0.051
70 H 32.1378 -31.7389 -11.0831  -0.004
71 H 30.7072 -31.5419 -10.6286  -0.014
72 O 35.8676 -32.6961 -10.7720  -0.037
73 H 35.6325 -32.7796 -11.6962  0.058
74 H 35.3787 -31.9314 -10.4681  0.015
75 O 33.2162 -31.7498 -8.7113  -0.064
76 H 32.9183 -32.6488 -8.8497  0.011
77 H 33.0569 -31.3127 -9.5478  -0.039
78 O 34.5708 -34.8693 -9.5682  -0.063
79 H 34.7544 -35.7043 -9.9987  0.046
80 H 35.2479 -34.2769 -9.8948  -0.002



Entry 2:
C3H6F7FeN4O15S5 | ωB97M-V with the def2-TZVPD basis set

## Properties
expectation value of S² = 8.7618
energy = -147452.6035 eV
total charge = 0
HOMO (alpha / beta) = -11.4 / -11.4 eV
ΔE to the lowest compared entry with this formula, charge and spin = 171.96 kJ/mol
spin multiplicity = 6
E_LUMO (alpha / beta) = -2.765 / -4.153 eV
HOMO-LUMO gap (alpha / beta) = 8.7 / 7.2 eV

Each line ends with the natural charge from an NBO analysis.
Cartesian coordinates (Å):
1 Fe -3.1137 28.2597 -32.1054  1.861
2 C -3.6948 26.1494 -28.1370  0.768
3 F -3.1008 27.0900 -27.4687  -0.291
4 F -3.4921 25.0261 -27.3898  -0.307
5 F -4.9860 26.4855 -28.2874  -0.305
6 S -2.7897 25.8873 -29.8110  2.275
7 O -1.3698 26.0891 -29.6181  -0.941
8 O -3.1084 24.4871 -30.1449  -0.889
9 O -3.3622 26.9735 -30.7066  -1.027
10 N -2.9890 27.6137 -33.8474  -1.157
11 S -2.5458 28.0253 -35.3395  2.332
12 O -3.4994 28.5260 -36.3007  -0.776
13 O -1.1844 27.6580 -35.7112  -0.794
14 F -2.2051 29.4530 -34.6766  -0.539
15 S -3.4430 26.0935 -34.5858  2.348
16 O -2.3722 25.1652 -34.7955  -0.802
17 O -4.5827 26.0118 -35.4254  -0.812
18 F -4.0506 25.5782 -33.2590  -0.492
19 N -2.9364 29.8248 -31.1236  -1.166
20 S -3.5218 31.3878 -31.5568  2.285
21 O -2.6248 32.4260 -32.0786  -0.754
22 O -4.8878 31.7354 -31.1626  -0.782
23 F -3.7350 30.5624 -32.9304  -0.523
24 S -2.4821 30.4734 -29.8071  2.359
25 O -3.5331 30.9632 -28.8701  -0.793
26 O -1.2207 31.1680 -29.7452  -0.823
27 F -2.0499 29.0936 -29.0682  -0.507
28 C -7.4659 27.5515 -32.0801  -0.460
29 N -6.1829 28.1559 -31.5742  0.567
30 O -5.2461 28.2712 -32.3278  -0.464
31 O -6.1804 28.3751 -30.3528  -0.286
32 H -8.1530 28.3602 -32.3288  0.256
33 H -7.7199 26.9451 -31.2106  0.259
34 H -7.0824 27.0468 -32.9668  0.243
35 C 1.0970 26.9660 -31.6734  -0.478
36 N -0.3172 27.1042 -32.1197  0.589
37 O -0.9171 28.0921 -31.7348  -0.466
38 O -0.8091 26.2058 -32.6628  -0.269
39 H 1.5294 27.9654 -31.6257  0.242
40 H 1.6726 26.3994 -32.4055  0.246
41 H 0.9662 26.4711 -30.7111  0.276



Entry 3:
C3H13NO2S2 | ωB97M-V with the def2-TZVPD basis set

## Properties
energy = -30575.8523 eV
total charge = 0
HOMO = -9.0 eV
ΔE to the lowest compared entry with this formula, charge and spin = 190.24 kJ/mol
SMILES = C[C@@H](N)CSS.O.O
E_LUMO = 0.486 eV
HOMO-LUMO gap = 9.5 eV

Each line ends with the natural charge from an NBO analysis.
Cartesian coordinates (Å):
1 N -0.8001 -0.6046 -1.6537  -0.858
2 C 0.2658 0.1580 -0.9535  -0.099
3 C 1.4585 0.6553 -1.6587  -0.674
4 C 0.7764 -0.7655 0.2311  -0.458
5 S -0.6193 -0.3305 1.5143  0.008
6 S -0.4208 -1.4576 3.1434  -0.124
7 H -1.3562 0.0021 -2.2230  0.375
8 H -0.3572 -1.4512 -2.1652  0.372
9 H -0.2749 1.0594 -0.4601  0.202
10 H 2.3488 0.0373 -1.9982  0.231
11 H 1.3917 1.3248 -2.6703  0.227
12 H 2.1801 1.2001 -1.0123  0.230
13 H 0.6472 -1.8060 0.1848  0.230
14 H 1.7254 -0.4045 0.7083  0.220
15 H 0.7468 -1.0310 3.7146  0.123
16 H 0.1037 3.3390 2.1735  0.481
17 H 0.8550 2.2247 1.1755  0.475
18 O 0.9205 3.1721 1.6163  -0.960
19 H -3.1248 -1.6140 -0.6819  0.481
20 H -2.9656 -1.7376 0.8819  0.476
21 O -3.5010 -1.9704 0.1331  -0.960



Entry 4:
C20H42AlCl2N2O3P | ωB97M-V with the def2-TZVPD basis set

## Properties
energy = -71480.0305 eV
total charge = 0
HOMO = -7.7 eV
E_LUMO = -0.887 eV
HOMO-LUMO gap = 6.8 eV

Each line ends with the Löwdin charge.
Cartesian coordinates (Å):
1 C -5.2716 7.0721 -2.4362  -0.104
2 C -4.1612 6.0089 -2.6147  -0.249
3 C -4.6323 4.5697 -2.3570  -0.204
4 C -4.2580 3.5724 -3.4749  -0.209
5 C -3.7030 2.2496 -2.9365  -0.203
6 C -2.1590 2.2640 -2.7942  -0.197
7 C -1.4417 1.1883 -3.6109  -0.217
8 C -1.0206 -0.0235 -2.7928  -0.214
9 C 0.2702 0.1895 -1.9957  -0.221
10 C 1.3404 -0.8369 -2.3038  -0.217
11 C 2.7138 -0.5003 -1.6925  -0.190
12 C 3.0543 -1.3401 -0.4664  -0.232
13 C 4.5390 -1.5887 -0.2533  -0.279
14 C 4.8001 -2.7268 0.7553  -0.285
15 Al 5.4433 -2.1520 2.5450  -0.425
16 Cl 3.7049 -1.6841 3.8680  0.208
17 Cl 6.4711 -3.8789 3.4985  0.123
18 P 7.0476 -0.4330 2.4881  0.347
19 O 8.0595 -0.6537 1.4510  -0.350
20 O 6.3939 1.0618 2.3273  -0.227
21 O 7.7872 -0.3444 3.9474  -0.219
22 H -5.1951 7.5013 -1.4441  0.063
23 H -6.2566 6.6427 -2.5578  0.060
24 H -5.1180 7.8806 -3.1401  0.062
25 H -3.7535 6.1204 -3.6145  0.092
26 H -3.3672 6.2658 -1.9237  0.097
27 H -5.7101 4.5668 -2.2564  0.096
28 H -4.1756 4.2412 -1.4310  0.100
29 H -5.1371 3.3886 -4.0845  0.103
30 H -3.5268 4.0287 -4.1323  0.095
31 H -4.1600 2.0736 -1.9707  0.097
32 H -3.9701 1.4651 -3.6379  0.097
33 H -1.8217 3.2419 -3.1192  0.100
34 H -1.9056 2.2050 -1.7379  0.106
35 H -2.1104 0.8470 -4.3956  0.099
36 H -0.5984 1.6378 -4.1277  0.109
37 H -0.9052 -0.8600 -3.4776  0.103
38 H -1.8498 -0.2865 -2.1411  0.106
39 H 0.0380 0.1145 -0.9326  0.103
40 H 0.6326 1.1992 -2.1645  0.110
41 H 1.4533 -0.8768 -3.3861  0.107
42 H 1.0245 -1.8315 -1.9970  0.105
43 H 2.6809 0.5455 -1.4020  0.108
44 H 3.4710 -0.6284 -2.4561  0.106
45 H 2.6399 -0.9007 0.4395  0.091
46 H 2.5804 -2.3134 -0.5837  0.099
47 H 4.9565 -1.8822 -1.2143  0.102
48 H 5.0544 -0.6713 0.0167  0.091
49 H 3.8941 -3.3159 0.8879  0.034
50 H 5.5547 -3.4044 0.3728  0.046
51 H 6.9338 1.6654 2.8754  0.065
52 H 7.2327 -0.7995 4.6054  0.047
53 C 0.6112 -1.3872 2.3951  -0.086
54 C 0.7385 -2.6312 3.2532  -0.198
55 N -0.5445 -3.3600 3.3509  -0.033
56 C -0.7063 -4.7125 3.1881  0.015
57 C -2.0163 -4.9881 3.4036  -0.001
58 N -2.6300 -3.7938 3.6970  -0.093
59 C -1.7162 -2.8251 3.6589  -0.017
60 C -4.0475 -3.5980 3.9977  0.023
61 H -0.1126 -0.6820 2.8105  0.073
62 H 1.5746 -0.8896 2.3480  0.034
63 H 0.2941 -1.6414 1.3820  0.082
64 H 1.0552 -2.3803 4.2628  0.098
65 H 1.4791 -3.3083 2.8366  0.111
66 H 0.1367 -5.3328 2.9407  0.144
67 H -2.5819 -5.9018 3.3857  0.135
68 H -1.9036 -1.7835 3.8505  0.170
69 H -4.4931 -2.9465 3.2501  0.104
70 H -4.1514 -3.1529 4.9841  0.104
71 H -4.5494 -4.5595 3.9835  0.099



Entry 5:
C4H7NO | ωB97M-V with the def2-TZVPD basis set

## Properties
energy = -7794.7262 eV
total charge = 0
HOMO (alpha / beta) = -8.1 / -7.6 eV
ΔE to the lowest compared entry with this formula, charge and spin = 474.54 kJ/mol
E_LUMO (alpha / beta) = 0.247 / 0.202 eV
HOMO-LUMO gap (alpha / beta) = 8.4 / 7.8 eV

Each line ends with the natural charge from an NBO analysis.
Cartesian coordinates (Å):
1 C -0.3955 1.5573 -0.7463  -0.677
2 C 0.0537 0.2201 -0.2725  0.145
3 C 0.4008 -0.1377 1.1801  -0.525
4 C -0.1605 -1.4844 0.7337  0.341
5 O 0.8632 -2.2636 0.2775  -0.705
6 N -0.7408 -0.9030 -0.3857  -0.553
7 H -0.7158 1.5160 -1.7920  0.224
8 H -1.2377 1.9122 -0.1410  0.220
9 H 0.4207 2.2787 -0.6590  0.227
10 H 1.2538 -1.5596 -0.3523  0.432
11 H 1.4366 -0.1710 1.5157  0.238
12 H -0.2101 0.4690 1.8616  0.229
13 H -0.9684 -1.4340 -1.2198  0.404



Entry 6:
C4HNO2 | ωB97M-V with the def2-TZVPD basis set

## Properties
energy = -9736.7799 eV
total charge = 0
HOMO (alpha / beta) = -9.4 / -9.0 eV
ΔE to the lowest compared entry with this formula, charge and spin = 956.58 kJ/mol
SMILES = c1c2oc2c2on12
E_LUMO (alpha / beta) = -1.302 / -1.319 eV
HOMO-LUMO gap (alpha / beta) = 8.1 / 7.7 eV

Each line ends with the natural charge from an NBO analysis.
Cartesian coordinates (Å):
1 C 0.8330 0.6172 -0.2196  -0.153
2 C -0.4568 0.9491 -0.4443  0.285
3 C -1.4089 -0.3499 -0.0069  0.199
4 C -0.3926 -1.2443 0.3021  0.249
5 N 0.9857 -0.6797 0.2869  -0.178
6 O -1.6518 0.5710 -0.9552  -0.361
7 O 0.4503 -1.1966 1.5208  -0.288
8 H 1.6411 1.3332 -0.4839  0.247